Record 1
21
Properties=species:S:1:pos:R:3:forces:R:3:mulliken_charge:R:1 method="wB97M-V/def2-TZVPD" max_force_ev_per_a=0.19 smiles="C=CCCCC.O" e_tot_ev=-8496.116 e_above_lowest_kj_mol=74.9 homo_lumo_gap_ha=0.4042 lumo_ev=1.04 homo_energy_ev=-10.0
C -2.107358 -2.230145 0.110582 0.01 0.13 -0.10 -0.803
C -1.801402 -0.991605 -0.275894 -0.07 -0.17 0.02 -0.264
C -0.506779 -0.576376 -0.913697 0.02 -0.06 -0.03 -0.439
C 0.134265 0.649710 -0.253915 -0.04 0.03 0.02 -0.466
C 1.412694 1.077533 -0.973864 0.01 -0.05 -0.04 -0.409
C 2.052503 2.331685 -0.384753 0.02 0.04 0.04 -1.267
H -3.074532 -2.474962 0.541954 0.14 0.08 -0.04 0.290
H -1.404770 -3.052770 -0.013557 -0.07 0.12 0.00 0.292
H -2.537959 -0.196756 -0.138612 0.08 -0.13 -0.01 0.242
H 0.196737 -1.419791 -0.904412 -0.10 0.11 0.01 0.284
H -0.698929 -0.344624 -1.971810 0.01 -0.01 0.13 0.316
H 0.338914 0.429099 0.802817 0.02 0.06 -0.18 0.324
H -0.585123 1.482702 -0.264208 0.10 -0.12 0.00 0.314
H 1.182696 1.248037 -2.035545 0.04 -0.03 0.15 0.303
H 2.134591 0.249673 -0.946803 -0.10 0.11 0.00 0.313
H 2.959747 2.607634 -0.933147 -0.13 -0.03 0.09 0.369
H 2.328324 2.179871 0.665192 -0.05 0.01 -0.15 0.319
H 1.363236 3.183399 -0.428527 0.09 -0.12 0.01 0.317
O -0.592448 -1.108491 2.798200 -0.13 0.00 0.00 -0.694
H -0.903784 -1.465341 1.952911 0.00 0.09 0.14 0.342
H -1.386406 -0.731341 3.196569 0.15 -0.06 -0.04 0.317

---

Record 2
12
Properties=species:S:1:pos:R:3:forces:R:3:mulliken_charge:R:1 method="wB97M-V/def2-TZVPD" max_force_ev_per_a=3.12 e_tot_ev=-20913.110 e_above_lowest_kj_mol=373.8 homo_lumo_gap_ha="0.1859 / 0.1860" lumo_ev="-1.95 / -1.94" homo_energy_ev="-7.0 / -7.0"
C -0.453174 1.463652 0.453327 1.41 -2.77 -0.23 -0.606
C -0.832366 -1.566569 -0.501679 0.40 0.91 1.49 -0.963
Si -0.481106 -0.366433 0.915317 1.22 0.28 -0.43 0.471
S 2.931574 0.988251 -0.183160 -0.05 0.01 1.99 -0.582
H -0.929824 2.250940 0.944886 -0.61 0.99 1.12 0.411
H 0.701424 1.474548 0.489974 -0.81 0.60 -0.19 -0.023
H -0.739939 1.431913 -0.589608 -0.03 0.15 -0.33 0.245
H 0.115361 -2.070910 -0.623651 -0.02 -0.84 -0.01 0.310
H -1.740831 -2.138584 -0.496911 -0.08 -0.86 0.63 0.384
H -0.964464 -0.989093 -1.361692 0.04 1.30 -1.47 0.323
H 0.055228 -1.051477 2.191957 -0.64 0.79 -0.86 0.019
H 2.338118 0.573757 -1.238759 -0.83 -0.54 -1.72 0.011

---

Record 3
10
Properties=species:S:1:pos:R:3:forces:R:3:mulliken_charge:R:1 method="wB97M-V/def2-TZVPD" max_force_ev_per_a=0.42 smiles="O=Cc1ccon1" e_tot_ev=-9779.577 e_above_lowest_kj_mol=203.6 homo_lumo_gap_ha=0.3927 lumo_ev=0.18 homo_energy_ev=-10.5
O -2.304328 0.995420 -0.885231 0.14 -0.31 0.15 -0.459
C -1.675511 -0.032375 -0.884647 -0.10 0.10 -0.01 -0.106
C -0.363545 -0.194807 -0.210608 0.15 -0.07 -0.08 0.608
C 0.339494 0.631252 0.715218 0.17 -0.12 0.07 -0.423
C 1.552396 0.038754 0.768303 -0.01 0.03 0.08 -0.252
O 1.581895 -1.052444 -0.012898 0.22 0.00 0.02 -0.118
N 0.376707 -1.197540 -0.622491 -0.31 0.27 -0.01 -0.381
H -1.996300 -0.935592 -1.438110 -0.04 0.14 0.03 0.337
H 0.009682 1.472699 1.303268 -0.08 0.02 -0.33 0.356
H 2.479511 0.274633 1.267198 -0.13 -0.06 0.08 0.438

---

Record 4
97
Properties=species:S:1:pos:R:3:forces:R:3:mulliken_charge:R:1 method="wB97M-V/def2-TZVPD" charge=-1 max_force_ev_per_a=0.80 e_tot_ev=-194947.411 e_above_lowest_kj_mol=8.1 homo_lumo_gap_ha=0.2091 lumo_ev=2.24 homo_energy_ev=-3.4
Pd -0.853444 0.598268 -0.693852 -0.30 -0.72 0.16 -0.745
O -0.979550 -2.653978 -0.563601 -0.43 0.40 -0.08 -0.996
As -2.276167 -1.670367 -0.895653 0.09 -0.30 -0.01 2.769
C -3.567420 -1.056644 0.441027 0.04 -0.06 0.06 0.648
C -4.338682 -2.036617 1.059102 0.05 -0.01 0.09 -0.923
C -5.283355 -1.688228 2.013609 0.03 0.06 -0.01 -0.739
C -5.483989 -0.352332 2.333698 0.03 -0.01 -0.03 -0.577
C -4.727441 0.628080 1.707653 -0.01 -0.01 0.02 -0.764
C -3.762372 0.276941 0.773499 0.01 0.06 -0.02 -0.212
C -2.130238 -0.331960 -2.326231 -0.07 -0.08 0.08 -1.077
C -3.155653 0.587085 -2.607588 0.10 0.10 0.14 0.352
C -3.083213 1.395305 -3.727278 0.09 -0.03 -0.01 -1.015
C -1.993166 1.296808 -4.590579 -0.09 0.03 0.03 -0.407
C -0.975452 0.400065 -4.321799 0.10 -0.01 0.12 -0.963
C -1.031121 -0.410497 -3.187692 0.03 -0.05 0.01 0.060
C -3.513390 -2.929208 -1.781855 0.13 -0.01 -0.12 -0.272
C -4.749607 -2.542995 -2.288124 -0.06 -0.02 0.01 -0.097
C -5.570059 -3.463625 -2.924236 0.04 -0.02 0.01 -0.713
C -5.155563 -4.784333 -3.057913 0.00 0.04 0.02 -0.413
C -3.923208 -5.174219 -2.554141 0.05 0.02 0.02 -0.591
C -3.099815 -4.247672 -1.919896 -0.10 -0.04 -0.08 -0.443
H -4.191994 -3.081688 0.812941 0.01 0.01 -0.03 0.417
H -5.855326 -2.461136 2.511426 0.00 -0.01 0.00 0.388
H -6.216549 -0.077625 3.082700 -0.01 0.00 0.00 0.384
H -4.862460 1.671245 1.965099 -0.01 0.01 0.00 0.432
H -3.132898 1.043806 0.329187 0.01 -0.05 0.00 0.284
H -3.998905 0.680782 -1.934430 0.00 -0.03 0.00 0.348
H -3.868663 2.113892 -3.920896 -0.01 0.01 0.00 0.376
H -1.944043 1.928049 -5.469609 0.00 0.00 -0.01 0.431
H -0.121962 0.323643 -4.984256 0.01 0.00 0.00 0.446
H -0.251532 -1.140713 -2.998895 -0.06 0.00 0.01 0.610
H -5.088799 -1.518769 -2.177353 0.02 0.01 0.00 0.288
H -6.531970 -3.152755 -3.313459 -0.01 0.00 0.00 0.388
H -5.794979 -5.505745 -3.552004 0.00 0.00 0.00 0.366
H -3.597490 -6.202626 -2.656276 0.00 -0.01 0.00 0.391
H -2.129555 -4.524793 -1.525437 0.01 0.01 0.01 0.466
N -0.057495 4.509976 -3.352301 -0.05 0.06 -0.03 -0.567
C -0.370981 3.667153 -2.282841 0.19 -0.02 -0.06 0.512
N 0.597073 2.758180 -1.989344 0.45 0.41 -0.48 0.394
O -1.396080 3.817397 -1.650073 -0.18 -0.03 0.09 -0.514
H 0.528976 4.134128 -4.079632 -0.04 -0.02 -0.01 0.210
H -0.875013 4.994975 -3.686487 0.05 0.01 -0.02 0.256
H 1.334501 2.579063 -2.649910 -0.09 0.00 -0.09 0.289
H 0.394017 1.970813 -1.380591 -0.04 -0.04 0.46 -0.550
C 4.525731 -0.481468 2.192481 -0.01 0.04 -0.02 -0.575
C 3.603892 -1.462604 2.522915 -0.08 0.03 -0.02 -0.867
C 2.236767 -1.229591 2.374256 -0.01 -0.15 -0.02 -0.395
C 1.745510 -0.026716 1.870014 0.19 0.17 -0.05 0.314
C 2.703427 0.946128 1.543135 -0.01 0.03 0.00 -0.169
C 4.063716 0.740040 1.708767 -0.02 -0.11 -0.03 -0.736
Si -0.085778 0.442583 1.536484 0.00 0.20 -0.05 1.704
C -0.142955 2.150619 2.421271 -0.18 0.11 0.12 0.104
C 0.552137 2.465153 3.598005 -0.09 -0.06 -0.04 0.096
C 0.401956 3.691555 4.231631 -0.02 0.00 -0.04 -0.757
C -0.457238 4.650046 3.703649 0.01 -0.03 -0.01 -0.445
C -1.151036 4.371301 2.535784 0.04 -0.04 0.00 -0.782
C -0.987454 3.140125 1.906500 0.06 0.02 0.00 -0.495
C -1.038986 -0.685590 2.755257 0.04 -0.16 0.10 0.836
C -0.973579 -2.081514 2.614124 -0.01 0.06 -0.08 -0.174
C -1.627743 -2.937193 3.490008 -0.04 0.05 0.00 -1.117
C -2.395475 -2.423256 4.528740 0.04 0.01 -0.02 -0.530
C -2.495878 -1.047411 4.677685 0.04 0.00 -0.06 -0.770
C -1.820456 -0.197143 3.807076 -0.02 -0.02 -0.02 -0.483
H 5.588182 -0.656137 2.320080 0.01 0.00 -0.01 0.418
H 3.944786 -2.415970 2.911262 0.00 -0.01 0.01 0.384
H 1.545534 -2.019132 2.654146 0.08 0.10 -0.01 0.217
H 2.362578 1.904029 1.157881 0.00 0.00 -0.01 0.404
H 4.768551 1.526612 1.460820 0.02 0.02 -0.01 0.431
H 1.222862 1.730591 4.033015 0.00 -0.02 -0.02 0.393
H 0.954083 3.902137 5.140848 0.00 0.00 0.01 0.384
H -0.576546 5.608659 4.195444 0.01 0.00 0.01 0.347
H -1.810645 5.114420 2.102949 0.00 0.00 -0.01 0.413
H -1.504833 2.949997 0.970247 -0.01 0.00 0.00 0.005
H -0.426346 -2.504251 1.776309 -0.08 0.02 0.00 0.435
H -1.552131 -4.009401 3.346718 0.00 -0.01 0.01 0.410
H -2.913419 -3.088002 5.210736 -0.01 0.00 0.00 0.355
H -3.099988 -0.628949 5.474979 -0.01 0.00 0.01 0.389
H -1.911424 0.873751 3.953531 0.02 0.02 -0.01 0.269
C 4.202081 1.929987 -1.803515 0.00 -0.07 0.05 -0.458
N 4.734357 0.598881 -1.620193 0.02 0.20 -0.10 0.498
C 3.977699 -0.536224 -1.557618 0.01 -0.02 0.18 -0.503
Se 2.176414 -0.708692 -1.640314 0.11 0.08 -0.19 -0.386
N 4.865284 -1.548554 -1.331732 0.01 -0.17 -0.02 0.174
C 6.162021 -1.079967 -1.245653 -0.13 -0.07 -0.02 0.517
C 7.376077 -1.705032 -1.037237 0.04 -0.01 0.03 -0.956
C 8.513741 -0.904018 -1.034137 -0.03 0.08 -0.01 -0.465
C 8.430221 0.472611 -1.239358 -0.02 -0.08 0.00 -0.647
C 7.204571 1.096757 -1.452599 0.06 0.04 0.05 -0.690
C 6.076782 0.298849 -1.443388 -0.11 0.07 -0.05 0.782
H 3.166213 1.929911 -1.470630 0.03 -0.01 0.07 -0.327
H 4.243362 2.234688 -2.851725 0.03 -0.03 -0.02 0.338
H 4.778251 2.629645 -1.199778 -0.02 0.02 0.02 0.342
H 4.538357 -2.488245 -1.189460 0.02 0.01 0.04 0.261
H 7.439935 -2.772921 -0.876517 0.00 0.00 0.00 0.417
H 9.480736 -1.360130 -0.870010 0.01 0.00 0.00 0.389
H 9.333580 1.067485 -1.235635 0.01 0.00 0.01 0.383
H 7.137569 2.164436 -1.612974 0.01 0.00 0.00 0.391